Molecular formula: C15H21F3O15
Method: DFT, the ωB97M-V functional and the def2-TZVPD basis

Geometry as XYZ:
```
54
C15H21F3O15 (the ωB97M-V functional and the def2-TZVPD basis)
O -4.318 1.091 -0.657
C -5.153 1.033 0.191
O -6.444 1.300 -0.076
C -7.246 1.116 1.094
C -6.263 0.501 2.093
F -6.473 -0.845 2.250
O -5.010 0.667 1.466
H -7.576 2.101 1.415
H -8.070 0.428 0.926
H -6.197 0.917 3.098
O 2.681 -4.291 -0.449
C 2.963 -3.299 0.136
O 2.198 -2.827 1.146
C 2.964 -1.833 1.844
C 3.876 -1.345 0.729
F 5.108 -1.074 1.269
O 3.982 -2.462 -0.148
H 2.401 -1.038 2.323
H 3.465 -2.385 2.643
H 3.507 -0.464 0.209
O 1.333 -0.553 -0.438
C 0.412 -0.524 -1.179
O -0.680 0.244 -1.053
C -1.634 -0.193 -2.047
C -0.724 -0.808 -3.115
F -0.305 0.227 -3.910
O 0.298 -1.306 -2.286
H -2.377 -0.820 -1.556
H -2.159 0.708 -2.355
H -1.224 -1.555 -3.723
C 5.523 5.017 -2.880
O 4.143 4.814 -2.614
C 3.593 3.674 -2.953
O 4.149 2.766 -3.512
O 2.315 3.681 -2.594
C 1.521 2.576 -2.955
H 6.188 4.344 -2.346
H 5.711 6.048 -2.589
H 5.679 4.947 -3.958
H 0.767 2.918 -3.676
H 0.872 2.216 -2.158
H 2.049 1.768 -3.454
C 0.669 -4.055 4.042
O -0.304 -3.535 3.118
C -0.285 -2.227 2.934
O 0.396 -1.398 3.459
O -1.225 -1.974 2.030
C -1.790 -0.690 1.897
H 0.579 -3.539 4.996
H 1.669 -3.906 3.642
H 0.412 -5.104 4.132
H -2.829 -0.699 2.240
H -1.828 -0.424 0.848
H -1.310 0.070 2.514
```

As for the electronic energy: -2012.41711 Ha. As for the spin multiplicity: 1. The calculation puts the relative energy (zero: lowest compared OMol25 entry of this formula, charge and spin) at 16.96 kcal/mol. The LUMO energy is 0.289 eV. The gap between HOMO and LUMO is 10.95 eV. The value obtained for the molecular weight is 498.3 g mol⁻¹. As for the structure (SMILES): O=C1OC[C@@H](F)O1.O=C1OC[C@@H](F)O1.O=C1OC[C@@H](F)O1.COC(=O)OC.COC(=O)OC. The value obtained for the HOMO energy is -10.67 eV.

Charges computed using natural (NBO), reported in e: number 1, O, carries -0.583; number 2, C, carries 0.979; number 3, O, carries -0.477; number 4, C, carries -0.135; number 5, C, carries 0.435; number 6, F, carries -0.338; number 7, O, carries -0.486; number 8, H, carries 0.206; number 9, H, carries 0.224; number 10, H, carries 0.177; number 11, O, carries -0.570; number 12, C, carries 0.974; number 13, O, carries -0.500; number 14, C, carries -0.137; number 15, C, carries 0.437; number 16, F, carries -0.343; number 17, O, carries -0.484; number 18, H, carries 0.241; number 19, H, carries 0.192; number 20, H, carries 0.187; number 21, O, carries -0.587; number 22, C, carries 0.987; number 23, O, carries -0.487; number 24, C, carries -0.136; number 25, C, carries 0.432; number 26, F, carries -0.344; number 27, O, carries -0.487; number 28, H, carries 0.211; number 29, H, carries 0.229; number 30, H, carries 0.185; number 31, C, carries -0.252; number 32, O, carries -0.493; number 33, C, carries 0.984; number 34, O, carries -0.649; number 35, O, carries -0.495; number 36, C, carries -0.275; number 37, H, carries 0.195; number 38, H, carries 0.195; number 39, H, carries 0.193; number 40, H, carries 0.182; number 41, H, carries 0.192; number 42, H, carries 0.220; number 43, C, carries -0.254; number 44, O, carries -0.485; number 45, C, carries 1.000; number 46, O, carries -0.658; number 47, O, carries -0.507; number 48, C, carries -0.261; number 49, H, carries 0.192; number 50, H, carries 0.191; number 51, H, carries 0.201; number 52, H, carries 0.180; number 53, H, carries 0.196; number 54, H, carries 0.205